A structure of composition C31H58N5O4OsS2Si. Source: the OMol25 dataset; level of theory: ωB97M-V/def2-TZVPD.

Summary:
- Gap between HOMO and LUMO (alpha / beta): 8.01 / 6.77 eV
- Expectation value of S²: 6.03
- Multiplicity: 5
- Total energy: -80741.162 eV
- Charge: +1
- Lowest unoccupied orbital energy (alpha / beta): -2.162 / -3.477 eV
- Molar mass: 847.286 g/mol

Geometry as XYZ:
```
102
Properties=species:S:1:pos:R:3:mulliken_charge:R:1
Os -0.4002 -0.5666 0.1369 3.123
C 2.4432 3.6233 1.3569 -1.557
C 2.2697 2.9024 0.0178 1.132
C 3.3413 1.8157 -0.0654 -0.298
C 2.4468 3.8908 -1.1341 -1.861
O 1.0153 2.2133 -0.0415 0.538
Si -0.4950 2.9097 -0.1781 -0.723
S -1.8164 1.2527 0.1332 -0.841
O -0.5512 3.4905 -1.6773 -0.009
C -1.5835 4.0383 -2.5185 1.595
C -0.9188 5.1209 -3.3596 -1.704
C -2.7062 4.6284 -1.6744 -1.246
C -2.1090 2.9093 -3.3985 -1.622
O -0.7038 4.1065 0.8819 -0.369
C -1.3161 4.3189 2.1725 1.741
C -0.9241 3.2017 3.1337 -1.258
C -2.8293 4.3625 1.9966 -1.561
C -0.7933 5.6597 2.6731 -1.731
H 3.3936 4.1577 1.3760 0.418
H 2.4172 2.9135 2.1855 0.330
H 1.6355 4.3386 1.4785 0.217
H 4.3019 2.2586 0.2157 0.327
H 2.7501 1.2488 -2.0389 0.299
H 2.1406 0.5938 1.2024 -0.402
H 3.4856 4.2160 -1.2027 0.493
H 1.8141 4.7607 -0.9647 0.443
H 2.1498 3.4451 -2.0817 0.345
H -0.5441 5.9182 -2.7161 0.355
H -1.6356 5.5449 -4.0628 0.484
H -0.0823 4.7021 -3.9199 0.305
H -2.3027 5.3767 -0.9915 0.206
H -3.1914 3.8442 -1.0881 0.234
H -3.4494 5.0990 -2.3167 0.579
H -1.3006 2.4940 -4.0015 0.328
H -2.8877 3.2823 -4.0642 0.451
H -2.5255 2.1160 -2.7764 0.278
H -1.3008 2.2473 2.7682 0.153
H -1.3440 3.3928 4.1213 0.603
H 0.1621 3.1418 3.2233 0.162
H -3.1841 3.4184 1.5805 0.220
H -3.1135 5.1730 1.3253 0.343
H -3.3105 4.5247 2.9610 0.516
H 0.2716 5.5990 2.9019 0.374
H -1.3241 5.9482 3.5803 0.436
H -0.9467 6.4309 1.9182 0.350
C -0.8856 -2.7240 2.9992 -1.339
C 0.3205 -1.7917 2.8973 1.505
C 0.8733 -1.4953 4.2946 -1.688
C -0.0543 -0.4792 2.2060 -1.160
H -0.5869 -3.7177 3.3359 0.459
H -1.3755 -2.8248 2.0292 -0.125
H -1.6128 -2.3250 3.7109 0.418
H 1.1045 -2.2933 2.3233 -0.380
H 0.1435 -0.9335 4.8818 0.371
H 1.7921 -0.9077 4.2403 0.356
H 1.0933 -2.4249 4.8222 0.434
H 0.7373 0.2633 2.3875 0.191
H -0.9689 -0.0922 2.6626 0.615
C 6.9831 -0.4961 1.6493 -1.290
C 7.0683 -0.6711 0.1343 0.630
C 7.4017 0.6535 -0.5499 -1.270
C 5.7910 -1.3070 -0.4397 -1.533
N 4.6384 -0.4089 -0.3818 1.306
C 3.8797 -0.3193 0.6951 -0.579
N 3.0894 0.7364 0.8661 0.328
N 3.5319 1.2711 -1.3950 0.360
N 4.3957 0.2594 -1.5325 -1.194
H 7.9200 -0.0908 2.0296 0.436
H 6.8005 -1.4484 2.1513 0.359
H 6.1873 0.2000 1.9269 0.196
H 7.8678 -1.3824 -0.0871 0.359
H 6.6966 1.4373 -0.2632 0.121
H 7.3783 0.5589 -1.6361 0.371
H 8.3975 0.9826 -0.2557 0.454
H 5.5521 -2.2162 0.1127 0.480
H 5.9330 -1.5484 -1.4906 0.469
H 3.9163 -1.0944 1.4468 0.386
S -4.3069 -3.2119 0.5773 -0.186
C -3.2827 -1.8422 0.4068 -0.249
N -2.4279 -1.8737 -0.5668 -0.004
C -2.5847 -3.0285 -1.3207 -0.344
C -1.9435 -3.3294 -2.5232 -0.579
C -2.2003 -4.5405 -3.1301 -0.613
C -3.1069 -5.4498 -2.5751 -0.579
C -3.8048 -5.1406 -1.4261 -0.418
C -3.5468 -3.9181 -0.8154 0.922
H -3.3613 -1.0070 1.0890 0.363
H -1.2884 -2.5996 -2.9813 0.410
H -1.7022 -4.7879 -4.0580 0.426
H -3.2831 -6.3955 -3.0691 0.399
H -4.5397 -5.8195 -1.0152 0.413
C 1.0880 -4.1452 0.3027 -1.317
C 1.1117 -3.0790 -0.7909 2.157
C 2.3128 -3.2963 -1.7100 -1.570
O 1.1326 -1.7736 -0.2553 -1.163
H 1.1154 -5.1345 -0.1563 0.494
H 0.1798 -4.0628 0.9007 0.114
H 1.9549 -4.0404 0.9594 0.318
H 0.2118 -3.2227 -1.3903 -1.301
H 3.2260 -3.3929 -1.1179 0.237
H 2.4237 -2.4606 -2.4035 0.379
H 2.1786 -4.2111 -2.2875 0.455
```

The molecule C4H9N. Source: the OMol25 dataset; level of theory: ωB97M-V/def2-TZVPD.

Summary:
- Gap between HOMO and LUMO: 8.11 eV
- Total energy: -5780.588 eV
- Charge: 0
- Lowest unoccupied orbital energy: 0.980 eV
- Molar mass: 71.123 g/mol

Geometry as XYZ:
```
14
Properties=species:S:1:pos:R:3:mulliken_charge:R:1
C 0.9077 0.0386 -1.7299 -1.013
C 0.5222 -0.6865 -0.4587 -0.318
C 0.9648 0.0562 0.7411 -0.418
N -0.4505 0.2102 0.3314 -0.002
C -1.5471 -0.3837 1.1029 -0.868
H 1.8920 -0.3243 -2.0487 0.302
H 0.2117 -0.1624 -2.5529 0.279
H 0.9992 1.1460 -1.6290 0.293
H -0.6524 1.1417 -0.0290 0.373
H 1.5046 1.0120 0.6828 0.240
H 1.0884 -0.4492 1.7010 0.215
H -1.9006 -1.2707 0.5761 0.308
H -1.1862 -0.6746 2.0928 0.271
H -2.3537 0.3467 1.2201 0.338
```

The molecule C13H13IN2OS at a distorted geometry. Source: the OMol25 dataset; level of theory: ωB97M-V/def2-TZVPD.

Summary:
- Gap between HOMO and LUMO: 8.59 eV
- Total energy: -37655.728 eV
- SMILES: O=C1[C@H]2CCCCN2C(=S)N1c1ccc(I)cc1
- Charge: 0
- Lowest unoccupied orbital energy: 0.213 eV
- Molar mass: 372.231 g/mol

Geometry as XYZ:
```
31
Properties=species:S:1:pos:R:3:mulliken_charge:R:1
O -0.2413 0.0480 -2.5319 -0.590
C -0.2314 0.3502 -1.3536 0.306
C -1.3172 1.2033 -0.6681 0.064
C -2.7143 0.6165 -0.5051 -0.755
C -3.5362 1.4443 0.5349 -0.628
C -2.8794 1.3986 1.9451 -0.594
C -1.4221 1.9377 1.8802 -0.726
N -0.7540 1.3643 0.6917 0.170
C 0.4214 0.6419 0.7445 -0.011
S 1.4807 0.7865 2.0268 -0.338
N 0.8091 0.0829 -0.4715 0.244
C 1.8311 -0.8478 -0.6486 0.180
C 2.1468 -1.8307 0.3124 -0.085
C 3.1483 -2.7900 0.1260 -0.474
C 3.9709 -2.7765 -1.0157 -0.395
I 5.5750 -4.3037 -1.3147 0.041
C 3.6806 -1.8262 -1.9725 -0.348
C 2.6229 -0.8899 -1.7972 -0.323
H -1.4230 2.1585 -1.2208 0.182
H -2.5912 -0.4084 -0.1779 0.358
H -3.2151 0.5933 -1.4971 0.299
H -3.6270 2.4920 0.1765 0.308
H -4.5362 0.9965 0.6396 0.340
H -3.4397 2.0064 2.6370 0.366
H -2.8699 0.3548 2.3052 0.295
H -0.9330 1.6845 2.8388 0.362
H -1.4149 3.0126 1.8248 0.328
H 1.5435 -1.8977 1.1972 0.431
H 3.2996 -3.5743 0.8495 0.366
H 4.2371 -1.8155 -2.9163 0.331
H 2.3789 -0.2120 -2.6393 0.298
```